104
Properties=species:S:1:pos:R:3 method="wB97M-V/def2-TZVPD" charge=0 total_energy_ha=-4022.0455
H 2.34 -3.09 -1.29
N 1.94 -4.03 -1.43
C 1.57 -4.18 -2.62
C 1.69 -3.15 -3.74
C 1.25 -1.79 -3.30
C 0.06 -1.52 -2.77
C -0.28 -0.14 -2.33
O -1.39 0.31 -2.46
C 0.88 0.65 -1.77
C 0.72 1.56 -0.73
C -0.62 1.78 -0.06
C -1.20 3.22 -0.14
C -1.86 3.61 1.18
C -3.00 2.65 1.60
C -2.57 1.72 2.77
C -2.82 0.23 2.52
C -4.30 -0.11 2.34
C -4.53 -1.63 2.17
Si -4.64 -2.18 0.37
C -4.55 -4.04 0.16
C -3.14 -1.47 -0.52
C -6.14 -1.45 -0.50
C -6.39 -1.79 -1.83
C -7.46 -1.25 -2.53
C -8.30 -0.34 -1.90
C -8.08 -0.01 -0.57
C -7.01 -0.56 0.13
C 1.86 2.25 -0.28
C 1.83 3.21 0.88
C 2.83 2.77 1.97
C 2.30 1.51 2.70
C 3.31 0.48 2.89
C 4.11 -0.41 2.99
C 3.08 2.01 -0.89
C 3.24 1.10 -1.93
N 4.58 0.97 -2.45
C 4.78 1.64 -3.74
C 5.14 -0.31 -2.39
C 4.77 -1.21 -1.22
O 5.95 -0.69 -3.20
C 2.12 0.40 -2.37
C 2.21 -0.64 -3.44
O 2.95 -0.59 -4.39
H 1.11 -5.14 -2.87
H 2.74 -3.13 -4.05
H 1.10 -3.52 -4.58
H -0.67 -2.31 -2.65
H -0.44 1.54 1.00
H -1.35 1.06 -0.40
H -0.41 3.92 -0.41
H -1.95 3.20 -0.93
H -1.15 3.65 2.00
H -2.26 4.62 1.05
H -3.36 2.07 0.75
H -3.81 3.27 1.99
H -3.07 2.01 3.69
H -1.49 1.84 2.93
H -2.45 -0.32 3.39
H -2.21 -0.07 1.67
H -4.83 0.25 3.23
H -4.68 0.43 1.47
H -3.67 -2.13 2.62
H -5.41 -1.94 2.75
H -3.79 -4.51 0.79
H -4.26 -4.24 -0.88
H -5.52 -4.53 0.30
H -2.21 -1.93 -0.20
H -3.08 -0.39 -0.37
H -3.27 -1.66 -1.59
H -5.75 -2.49 -2.35
H -7.65 -1.52 -3.56
H -9.13 0.10 -2.44
H -8.74 0.68 -0.06
H -6.85 -0.30 1.17
H 0.86 3.22 1.37
H 2.07 4.23 0.58
H 2.95 3.56 2.71
H 3.82 2.57 1.56
H 1.49 1.05 2.12
H 1.87 1.80 3.66
H 4.84 -1.13 3.27
H 3.97 2.52 -0.54
H 3.94 2.30 -3.91
H 4.81 0.93 -4.57
H 5.67 2.27 -3.71
H 4.45 -2.18 -1.60
H 4.01 -0.80 -0.56
H 5.68 -1.34 -0.63
Cl 6.20 2.73 -0.09
C 7.57 2.16 -1.08
C 8.74 3.11 -1.02
Cl 8.39 4.66 -1.83
H 7.21 2.03 -2.10
H 7.87 1.19 -0.69
H 9.59 2.67 -1.54
H 9.03 3.33 0.00
Cl -0.82 -3.47 6.71
C -0.95 -3.64 4.94
C 0.03 -2.76 4.21
Cl -0.38 -1.03 4.38
H -1.97 -3.42 4.65
H -0.74 -4.69 4.70
H 0.01 -2.99 3.14
H 1.05 -2.90 4.57



114
Properties=species:S:1:pos:R:3 method="wB97M-V/def2-TZVPD" de_lowest_kcal_mol=26.4 charge=-1 spin_multiplicity=2
Cs 0.46 -0.61 -0.46
O -1.40 0.48 1.19
N -2.63 0.55 1.63
C -3.01 1.66 2.32
C -4.28 1.85 2.78
C -5.22 0.84 2.55
C -4.82 -0.30 1.90
C -3.51 -0.51 1.43
S -3.01 -1.93 0.68
H -2.18 2.33 2.49
H -4.53 2.76 3.32
H -6.24 0.94 2.89
H -5.52 -1.11 1.74
N 4.24 -2.27 1.18
C 3.85 -2.82 -0.18
C 4.83 -3.90 -0.62
P 3.99 -1.22 -1.21
O 3.18 -1.60 -2.53
O 5.43 -1.04 -1.50
O 3.23 -0.29 -0.30
P 2.11 -3.46 0.06
O 2.44 -5.03 0.30
O 1.37 -3.28 -1.23
O 1.64 -2.85 1.35
H 3.78 -1.34 1.18
H 5.25 -2.16 1.26
H 3.84 -2.82 1.95
H 5.81 -3.45 -0.80
H 4.48 -4.32 -1.56
H 4.91 -4.71 0.10
H 2.41 -2.17 -2.33
H 1.67 -5.61 0.23
C -1.20 -0.04 6.26
C -1.65 -1.43 5.83
C -0.61 -2.20 5.02
C -0.53 -1.78 3.54
Ge 0.68 -0.28 3.09
C 2.48 -0.64 3.89
C 2.74 -0.04 5.26
C 4.12 -0.39 5.81
C 4.38 0.17 7.20
H -1.97 0.47 6.84
H -0.97 0.58 5.39
H -0.29 -0.09 6.87
H -2.57 -1.36 5.24
H -1.91 -2.01 6.73
H -0.85 -3.27 5.06
H 0.37 -2.10 5.50
H -1.53 -1.60 3.15
H -0.12 -2.58 2.93
H 0.32 1.16 3.64
H 3.22 -0.25 3.18
H 2.62 -1.73 3.91
H 1.98 -0.36 5.97
H 2.64 1.05 5.21
H 4.88 -0.02 5.11
H 4.23 -1.48 5.82
H 4.30 1.26 7.20
H 5.38 -0.09 7.57
H 3.65 -0.21 7.92
O -3.71 5.57 1.41
C -3.60 4.70 0.31
N -2.29 4.10 0.21
C -1.22 4.89 0.00
O -1.35 6.11 -0.10
C 0.10 4.21 -0.16
C 1.26 4.98 -0.22
C 2.47 4.36 -0.42
C 2.49 2.97 -0.58
N 1.39 2.23 -0.52
C 0.23 2.83 -0.31
H -3.06 6.26 1.26
H -3.81 5.23 -0.62
H -4.33 3.90 0.45
H -2.18 3.11 0.39
H 1.18 6.06 -0.11
H 3.39 4.92 -0.48
H 3.41 2.43 -0.74
H -0.63 2.17 -0.30
O -0.15 0.72 -2.80
P -0.79 0.01 -3.93
C -2.45 -0.54 -3.51
C -3.16 -1.37 -4.37
C -4.49 -1.68 -4.10
C -5.10 -1.16 -2.97
C -4.39 -0.34 -2.11
C -3.07 -0.02 -2.37
C -0.98 1.14 -5.34
C -0.81 2.49 -5.09
C -0.98 3.41 -6.12
C -1.31 2.98 -7.39
C -1.47 1.62 -7.64
C -1.30 0.70 -6.62
C 0.12 -1.43 -4.53
C 1.19 -1.22 -5.41
C 1.97 -2.30 -5.81
C 1.70 -3.57 -5.32
C 0.65 -3.77 -4.43
C -0.14 -2.70 -4.03
H -2.68 -1.79 -5.25
H -5.04 -2.33 -4.77
H -6.13 -1.40 -2.76
H -4.86 0.04 -1.21
H -2.51 0.60 -1.68
H -0.54 2.81 -4.09
H -0.85 4.47 -5.92
H -1.44 3.70 -8.19
H -1.72 1.28 -8.64
H -1.42 -0.36 -6.82
H 1.42 -0.23 -5.76
H 2.80 -2.14 -6.48
H 2.32 -4.40 -5.62
H 0.46 -4.75 -4.01
H -0.93 -2.86 -3.31



Repeat the first record exactly.
104
Properties=species:S:1:pos:R:3 method="wB97M-V/def2-TZVPD" charge=0 total_energy_ha=-4022.0455
H 2.34 -3.09 -1.29
N 1.94 -4.03 -1.43
C 1.57 -4.18 -2.62
C 1.69 -3.15 -3.74
C 1.25 -1.79 -3.30
C 0.06 -1.52 -2.77
C -0.28 -0.14 -2.33
O -1.39 0.31 -2.46
C 0.88 0.65 -1.77
C 0.72 1.56 -0.73
C -0.62 1.78 -0.06
C -1.20 3.22 -0.14
C -1.86 3.61 1.18
C -3.00 2.65 1.60
C -2.57 1.72 2.77
C -2.82 0.23 2.52
C -4.30 -0.11 2.34
C -4.53 -1.63 2.17
Si -4.64 -2.18 0.37
C -4.55 -4.04 0.16
C -3.14 -1.47 -0.52
C -6.14 -1.45 -0.50
C -6.39 -1.79 -1.83
C -7.46 -1.25 -2.53
C -8.30 -0.34 -1.90
C -8.08 -0.01 -0.57
C -7.01 -0.56 0.13
C 1.86 2.25 -0.28
C 1.83 3.21 0.88
C 2.83 2.77 1.97
C 2.30 1.51 2.70
C 3.31 0.48 2.89
C 4.11 -0.41 2.99
C 3.08 2.01 -0.89
C 3.24 1.10 -1.93
N 4.58 0.97 -2.45
C 4.78 1.64 -3.74
C 5.14 -0.31 -2.39
C 4.77 -1.21 -1.22
O 5.95 -0.69 -3.20
C 2.12 0.40 -2.37
C 2.21 -0.64 -3.44
O 2.95 -0.59 -4.39
H 1.11 -5.14 -2.87
H 2.74 -3.13 -4.05
H 1.10 -3.52 -4.58
H -0.67 -2.31 -2.65
H -0.44 1.54 1.00
H -1.35 1.06 -0.40
H -0.41 3.92 -0.41
H -1.95 3.20 -0.93
H -1.15 3.65 2.00
H -2.26 4.62 1.05
H -3.36 2.07 0.75
H -3.81 3.27 1.99
H -3.07 2.01 3.69
H -1.49 1.84 2.93
H -2.45 -0.32 3.39
H -2.21 -0.07 1.67
H -4.83 0.25 3.23
H -4.68 0.43 1.47
H -3.67 -2.13 2.62
H -5.41 -1.94 2.75
H -3.79 -4.51 0.79
H -4.26 -4.24 -0.88
H -5.52 -4.53 0.30
H -2.21 -1.93 -0.20
H -3.08 -0.39 -0.37
H -3.27 -1.66 -1.59
H -5.75 -2.49 -2.35
H -7.65 -1.52 -3.56
H -9.13 0.10 -2.44
H -8.74 0.68 -0.06
H -6.85 -0.30 1.17
H 0.86 3.22 1.37
H 2.07 4.23 0.58
H 2.95 3.56 2.71
H 3.82 2.57 1.56
H 1.49 1.05 2.12
H 1.87 1.80 3.66
H 4.84 -1.13 3.27
H 3.97 2.52 -0.54
H 3.94 2.30 -3.91
H 4.81 0.93 -4.57
H 5.67 2.27 -3.71
H 4.45 -2.18 -1.60
H 4.01 -0.80 -0.56
H 5.68 -1.34 -0.63
Cl 6.20 2.73 -0.09
C 7.57 2.16 -1.08
C 8.74 3.11 -1.02
Cl 8.39 4.66 -1.83
H 7.21 2.03 -2.10
H 7.87 1.19 -0.69
H 9.59 2.67 -1.54
H 9.03 3.33 0.00
Cl -0.82 -3.47 6.71
C -0.95 -3.64 4.94
C 0.03 -2.76 4.21
Cl -0.38 -1.03 4.38
H -1.97 -3.42 4.65
H -0.74 -4.69 4.70
H 0.01 -2.99 3.14
H 1.05 -2.90 4.57